# 1
A cluster of 4 separate species, C28H63ClFO7P2 in total at a distorted geometry, computed with wB97M-V/def2-TZVPD.

Results
- Maximum force: 9.36 eV/A
- Kohn-Sham gap: 5.54 eV
- Total charge: -1

Each line ends with the Mulliken charge.
Element x y z (Å)
C 3.087 -3.177 -0.779  -0.992
C 3.164 -2.112 0.463  -0.291
C 2.180 -0.773 0.254  -0.279
C 0.605 -1.176 0.018  0.188
C 0.302 -2.343 1.103  -0.962
P -0.637 0.261 -0.123  1.449
C -1.114 0.194 1.761  -0.343
C -1.878 1.512 2.335  0.472
O -1.175 2.554 2.860  -0.622
F -3.375 1.688 2.443  -0.338
C 0.524 1.729 0.253  -1.475
C 1.501 2.258 -0.941  0.451
C 1.034 3.720 -1.606  -0.987
O 2.797 2.598 -0.252  -0.574
P -2.206 -1.169 -0.609  0.373
C -3.967 -0.535 -0.368  -0.622
C -1.911 -2.140 -2.207  -0.829
O -0.486 0.318 -1.901  -0.664
C -1.494 1.203 -2.575  -0.656
Cl -1.025 1.959 -4.223  -0.214
C -2.186 2.164 -1.426  0.643
C -3.721 2.722 -1.779  -0.324
C -4.637 3.002 -0.449  -0.847
O -1.974 1.432 -0.168  -0.672
H 3.710 -4.152 -0.485  0.241
H 3.669 -2.698 -1.682  0.298
H 2.000 -3.454 -1.123  0.215
H 3.046 -2.592 1.535  0.167
H 4.270 -1.663 0.445  0.312
H 2.391 -0.118 1.201  0.052
H 2.594 -0.291 -0.757  0.041
H 0.587 -1.709 -1.053  0.261
H 0.689 -3.370 0.630  0.136
H -0.790 -2.537 1.429  0.289
H 0.907 -2.071 2.096  0.123
H -1.877 -0.714 1.898  0.274
H -0.138 0.056 2.436  0.120
H -0.202 2.659 0.454  0.438
H 1.119 1.633 1.285  0.430
H 1.809 1.477 -1.751  0.336
H 1.976 4.454 -1.603  0.348
H 0.222 4.274 -0.944  0.213
H 0.722 3.624 -2.736  0.073
H 3.520 2.561 -0.948  0.389
H -4.365 0.057 -1.314  0.120
H -4.676 -1.493 -0.296  0.414
H -4.125 0.038 0.646  0.046
H -0.983 -2.858 -2.051  0.135
H -1.817 -1.516 -3.192  0.182
H -2.847 -2.861 -2.362  0.385
H -2.438 0.553 -2.910  0.072
H -1.664 3.207 -1.173  -0.268
H -3.550 3.786 -2.292  0.254
H -4.292 2.039 -2.539  0.286
H -4.328 3.987 0.128  0.279
H -5.743 3.211 -0.848  0.337
H -4.729 2.101 0.293  0.077
C 6.526 -1.973 3.941  -0.998
C 6.108 -3.429 3.799  -0.366
O 6.300 -3.949 2.486  -0.414
C 7.637 -3.941 1.990  -0.325
C 8.602 -4.751 2.838  -1.030
H 5.975 -1.346 3.230  0.236
H 6.324 -1.616 4.956  0.392
H 7.590 -1.833 3.743  0.268
H 5.038 -3.509 4.015  0.350
H 6.619 -4.058 4.534  0.330
H 7.987 -2.911 1.867  0.305
H 7.601 -4.376 0.984  0.327
H 8.684 -4.358 3.854  0.261
H 9.601 -4.742 2.392  0.382
H 8.262 -5.790 2.917  0.284
C -4.715 3.002 -9.214  -0.996
C -5.094 3.636 -7.885  -0.346
O -4.644 2.894 -6.754  -0.424
C -3.235 2.707 -6.639  0.058
C -2.458 4.009 -6.544  -1.073
H -5.114 1.982 -9.280  0.279
H -5.115 3.591 -10.046  0.380
H -3.633 2.937 -9.342  0.256
H -6.186 3.680 -7.817  0.326
H -4.740 4.669 -7.826  0.311
H -2.868 2.087 -7.463  0.217
H -3.070 2.130 -5.721  0.019
H -2.580 4.625 -7.438  0.357
H -1.389 3.806 -6.419  0.421
H -2.804 4.600 -5.689  0.234
C -1.191 -2.876 7.104  -1.128
C -0.471 -2.287 5.901  -0.307
O -1.349 -1.693 4.948  -0.364
C -2.151 -0.610 5.413  -0.293
C -1.339 0.565 5.929  -1.120
H -1.922 -3.628 6.782  0.298
H -0.475 -3.348 7.784  0.396
H -1.734 -2.115 7.667  0.265
H 0.059 -3.091 5.381  0.320
H 0.292 -1.567 6.212  0.335
H -2.860 -0.964 6.169  0.369
H -2.752 -0.276 4.559  0.255
H -0.723 0.291 6.789  0.374
H -2.002 1.380 6.237  0.400
H -0.665 0.937 5.149  0.221

***

# 2
A structure of composition C5H15N5 at a distorted geometry, computed with wB97M-V/def2-TZVPD.

Results
- Energy above the lowest of the compared OMol25 structures with the same formula, charge and spin: 3.494 eV
- Maximum force: 3.11 eV/A
- Kohn-Sham gap: 9.40 eV
- Total charge: 0

Each line ends with the Mulliken charge.
Element x y z (Å)
C -0.283 0.991 -0.615  -0.890
C 0.857 1.280 0.365  -0.806
C 0.739 -0.735 -2.058  -1.018
C -0.112 0.296 2.367  -1.071
N -0.278 -0.393 -1.079  -0.010
N 0.954 0.239 1.379  0.305
C -2.067 -1.079 -1.360  0.732
N 2.254 0.273 1.954  -0.832
N -2.079 -1.756 -0.294  -0.646
N -2.650 -0.571 -2.324  -0.751
H 2.326 0.998 2.675  0.217
H 2.431 -0.624 2.395  0.252
H -2.416 -2.705 -0.235  0.190
H -0.396 -1.103 -0.220  0.460
H -2.153 0.081 -2.904  0.253
H -0.211 1.665 -1.474  0.376
H -1.246 1.167 -0.129  0.369
H 1.812 1.290 -0.162  0.434
H 0.707 2.281 0.805  0.424
H 1.753 -0.581 -1.674  0.303
H 0.626 -1.783 -2.333  0.371
H 0.606 -0.124 -2.955  0.298
H -1.074 0.151 1.877  0.338
H -0.127 1.252 2.916  0.381
H 0.028 -0.512 3.086  0.321

***

# 3
A structure of composition C17H31CaF5P2 at a distorted geometry, computed with wB97M-V/def2-TZVPD.

Results
- Energy above the lowest of the compared OMol25 structures with the same formula, charge and spin: 0.000 eV
- Maximum force: 3.59 eV/A
- Kohn-Sham gap: 6.56 eV
- Total charge: 0

Each line ends with the Mulliken charge.
Element x y z (Å)
P 0.207 2.014 0.510  0.856
P -2.211 0.503 -1.385  1.257
C -0.313 2.570 -1.257  -0.734
C -1.799 2.351 -1.552  -1.470
H 0.261 1.982 -2.011  0.326
H 0.040 3.605 -1.349  0.523
H -2.421 2.938 -0.846  0.399
H -2.097 2.676 -2.561  0.537
C -1.532 -0.222 -2.916  -1.462
H -1.921 -1.246 -2.980  0.474
H -0.434 -0.280 -2.896  -0.037
H -1.870 0.320 -3.809  0.468
C -3.970 0.310 -1.790  -1.300
H -4.103 -0.580 -2.434  0.365
H -4.313 1.184 -2.358  0.399
H -4.559 0.187 -0.860  0.307
C 1.971 2.340 0.171  -1.576
H 2.587 2.121 1.051  0.408
H 2.039 3.410 -0.062  0.590
H 2.318 1.747 -0.686  0.247
C 0.013 3.470 1.656  -1.230
H -1.017 3.836 1.771  0.316
H 0.642 4.310 1.309  0.398
H 0.358 3.185 2.668  0.298
Ca -2.083 0.979 1.130  1.385
C 1.167 -1.995 -1.432  -0.016
C 2.113 -1.520 -2.256  -0.638
C 3.594 -1.634 -2.054  -0.620
C 4.120 -1.909 -0.627  -0.865
C 3.791 -0.788 0.288  -0.483
C 2.769 -0.726 1.158  -0.565
C 1.482 -1.485 1.101  0.839
C 1.294 -2.527 -0.036  -1.475
C -1.194 0.917 3.300  -1.639
H 0.103 -1.995 -1.737  0.380
H 1.830 -1.103 -3.230  0.408
H 4.057 -0.687 -2.335  0.326
H 3.965 -2.402 -2.747  0.396
H 3.797 -2.893 -0.277  0.327
H 5.224 -1.925 -0.692  0.376
H 4.491 0.049 0.137  0.353
H 2.896 -0.095 2.056  0.523
H 0.645 -0.755 1.059  -0.610
H 1.373 -2.013 2.064  0.438
H 2.047 -3.308 0.037  0.482
H 0.340 -3.028 0.196  0.491
H -2.242 0.754 3.613  0.391
H -0.759 1.737 3.897  0.365
H -0.636 -0.003 3.538  0.178
F -3.252 -2.231 0.521  -0.317
C -3.156 -1.403 1.624  -0.175
F -4.407 -0.804 1.778  -0.315
C -2.875 -2.274 2.844  0.461
F -3.664 -3.380 2.847  -0.293
F -1.570 -2.694 2.862  -0.218
F -3.136 -1.587 3.991  -0.249

***

# 4
An isolated molecule of C22H25FN4O4, computed with wB97M-V/def2-TZVPD.

Results
- Energy above the lowest of the compared OMol25 structures with the same formula, charge and spin: 1.968 eV
- Maximum force: 0.59 eV/A
- Kohn-Sham gap: 8.60 eV
- Total charge: 0

Each line ends with the Mulliken charge.
Element x y z (Å)
O -1.979 -0.542 1.780  -0.649
C -2.082 -1.464 1.000  0.875
N -1.058 -1.917 0.223  0.027
C 0.305 -1.602 0.333  0.395
C 1.124 -1.816 -0.767  -0.361
C 2.492 -1.605 -0.679  -0.009
C 3.049 -1.163 0.525  0.398
C 2.223 -0.969 1.624  -0.801
C 0.864 -1.184 1.537  -0.212
H 0.234 -1.023 2.396  0.462
H 2.674 -0.651 2.549  0.508
O 4.392 -0.923 0.662  -0.481
C 5.077 -0.852 -0.568  -0.274
C 4.633 -1.988 -1.489  -0.551
H 5.159 -1.953 -2.443  0.364
O 3.259 -1.867 -1.784  -0.489
H 4.826 -2.950 -0.995  0.292
H 6.141 -0.924 -0.336  0.365
H 4.865 0.108 -1.056  0.072
H 0.722 -2.160 -1.707  0.402
H -1.284 -2.561 -0.522  0.324
C -3.375 -2.271 0.821  -1.662
N -4.465 -1.626 0.122  0.154
C -4.253 -1.394 -1.287  -0.971
C -3.330 -0.199 -1.598  -0.684
N -3.389 0.773 -0.517  0.500
C -2.873 2.057 -0.935  -1.270
C -1.375 2.001 -1.216  0.722
O -0.908 2.317 -2.289  -0.668
N -0.648 1.623 -0.132  0.198
C 0.732 1.780 0.009  -0.012
C 1.613 1.820 -1.067  -0.470
C 2.960 2.062 -0.862  -0.827
C 3.463 2.250 0.413  -0.499
C 2.607 2.195 1.500  -0.452
C 1.265 1.966 1.286  0.719
F 0.428 1.940 2.349  -0.445
H 2.964 2.340 2.507  0.491
H 4.513 2.441 0.569  0.375
H 3.617 2.115 -1.718  0.474
H 1.229 1.688 -2.064  0.490
H -1.156 1.333 0.699  0.237
H -3.369 2.435 -1.847  0.359
H -3.034 2.777 -0.127  0.357
C -4.726 0.851 0.039  -0.782
C -5.027 -0.456 0.785  -0.932
H -4.616 -0.393 1.791  0.392
H -6.114 -0.590 0.857  0.368
H -5.482 1.037 -0.744  0.347
H -4.765 1.681 0.746  0.456
H -3.639 0.252 -2.559  0.646
H -2.288 -0.514 -1.706  0.141
H -3.858 -2.305 -1.744  0.410
H -5.241 -1.211 -1.722  0.338
H -3.162 -3.211 0.303  0.394
H -3.736 -2.513 1.826  0.448

***

# 5
A cluster of 2 separate species, C5H10BrI in total at a distorted geometry, computed with wB97M-V/def2-TZVPD.

Results
- Energy above the lowest of the compared OMol25 structures with the same formula, charge and spin: 0.692 eV
- Maximum force: 6.94 eV/A
- Kohn-Sham gap: 9.83 eV
- Total charge: 0

Each line ends with the Mulliken charge.
Element x y z (Å)
C -2.313 -0.080 -0.175  -1.007
C 0.964 0.091 -1.620  -0.785
C -1.302 -0.091 1.023  -0.632
C 0.162 0.502 0.719  -0.396
C 0.822 -0.192 -0.307  0.036
Br 1.506 -2.006 0.295  -0.107
I 4.777 0.449 0.102  -0.114
H -1.963 -0.702 -0.999  0.273
H -2.349 1.002 -0.517  0.231
H -3.376 -0.319 0.026  0.351
H 1.713 -0.419 -2.158  0.310
H 3.350 -0.354 0.298  0.089
H 0.437 0.802 -2.196  0.327
H -1.088 -1.100 1.200  0.361
H -1.742 0.333 1.892  0.444
H -0.214 1.594 0.677  0.328
H 0.615 0.492 1.738  0.289

***

# 6
An isolated molecule of C2H4N2O, computed with wB97M-V/def2-TZVPD.

Results
- Energy above the lowest of the compared OMol25 structures with the same formula, charge and spin: 5.177 eV
- Maximum force: 0.44 eV/A
- Kohn-Sham gap (alpha / beta): 7.13 / 7.35 eV
- Total charge: 0

Each line ends with the Mulliken charge.
Element x y z (Å)
N 0.852 0.380 1.145  -0.378
C 0.958 0.418 -0.154  0.072
N -0.053 0.276 -1.000  -0.447
C -1.127 -0.431 -0.346  0.028
O -1.070 -0.723 0.911  -0.461
H 1.753 0.175 1.577  0.232
H 1.920 0.474 -0.675  0.350
H -1.691 0.575 -0.379  0.258
H -1.541 -1.145 -1.079  0.347